[1]
DFT (ωB97M-V with the def2-TZVPD basis set) results for a 3-piece molecular cluster, C4H12NO2 overall at a distorted geometry.

Positions of all 19 atoms, in Å:
O 0.13 -0.04 0.26
C -0.43 0.27 1.29
C -1.73 -0.22 1.68
C -2.41 -1.27 0.93
C -2.88 -0.77 -0.50
N 3.23 2.31 -2.44
H -0.04 1.14 1.84
H -2.18 0.22 2.57
H -1.64 -2.01 0.68
H -3.04 -1.74 1.70
H -2.45 0.21 -0.73
H -3.95 -0.67 -0.62
H -2.46 -1.45 -1.23
H 3.14 1.36 -2.11
H 2.36 2.73 -2.67
H 3.78 2.86 -1.82
H 1.88 -0.57 0.04
H 3.14 -1.39 -0.26
O 2.76 -0.50 -0.32

Computed properties:
**Relative energy (zero: lowest compared OMol25 entry of this formula, charge and spin)**: 5.875 eV
**HOMO level**: -11.396 eV
**Total charge**: +1
**Spin multiplicity**: 1
**Largest force on an atom**: 3.41 eV/A
**Frontier orbital gap**: 2.18 eV

=====

[2]
DFT (ωB97M-V with the def2-TZVPD basis set) results for a 6-piece molecular cluster, C35H41FN8O overall at a distorted geometry.

Positions of all 86 atoms, in Å:
C 7.17 -3.38 5.13
C 6.53 -2.91 4.20
C 5.73 -1.85 3.38
C 6.51 -0.85 2.56
N 5.99 0.18 1.80
C 4.59 0.15 1.90
C 3.81 1.24 1.14
N 4.55 2.26 0.40
C 5.30 3.20 1.29
C 4.48 3.70 2.55
C 4.74 2.85 3.89
C 2.33 1.32 1.13
C 1.50 0.30 1.93
C -0.07 0.48 1.91
O -0.81 -0.68 2.31
C -1.53 -0.34 3.54
C 2.25 -0.74 2.67
F 1.53 -1.68 3.41
C 3.78 -0.84 2.68
N 4.35 -1.87 3.44
H 7.78 -3.80 5.98
H 7.64 -0.96 2.56
H 5.19 1.80 -0.27
H 5.52 4.13 0.65
H 6.30 2.73 1.52
H 4.84 4.76 2.78
H 3.37 3.71 2.33
H 4.87 3.49 4.81
H 3.79 2.24 4.05
H 5.57 2.08 3.76
H 1.86 2.14 0.52
H -0.30 1.39 2.56
H -0.40 0.78 0.86
H -2.26 -1.17 3.75
H -2.12 0.63 3.41
H -0.81 -0.24 4.41
N -5.45 -2.46 -0.23
C -4.10 -2.27 -0.14
C -3.83 -1.62 1.04
C -5.08 -1.42 1.70
C -6.05 -1.95 0.89
H -5.93 -2.90 -0.99
H -3.44 -2.60 -0.93
H -2.86 -1.33 1.40
H -5.23 -0.95 2.65
H -7.12 -2.01 1.02
N 9.62 -3.03 1.32
C 9.79 -3.96 0.33
C 10.86 -3.58 -0.43
C 11.36 -2.37 0.12
C 10.57 -2.05 1.20
H 8.90 -3.05 2.03
H 9.13 -4.82 0.26
H 11.25 -4.11 -1.29
H 12.20 -1.79 -0.24
H 10.61 -1.23 1.89
N -9.60 -1.03 -2.40
C -8.94 -1.46 -1.28
C -9.80 -1.36 -0.22
C -11.03 -0.85 -0.72
C -10.87 -0.66 -2.06
H -9.20 -0.98 -3.33
H -7.92 -1.81 -1.34
H -9.58 -1.63 0.80
H -11.92 -0.65 -0.15
H -11.55 -0.28 -2.81
N 3.48 0.28 -4.79
C 4.84 0.47 -4.71
C 5.10 1.12 -3.53
C 3.86 1.33 -2.87
C 2.88 0.80 -3.67
H 3.01 -0.16 -5.56
H 5.49 0.13 -5.49
H 6.08 1.42 -3.17
H 3.70 1.81 -1.92
H 1.81 0.74 -3.55
N -11.83 3.81 -5.91
C -12.96 3.16 -5.51
C -12.58 1.98 -4.91
C -11.17 1.93 -4.95
C -10.73 3.07 -5.57
H -11.81 4.70 -6.38
H -13.94 3.59 -5.68
H -13.25 1.24 -4.49
H -10.54 1.14 -4.57
H -9.73 3.42 -5.80

Computed properties:
**Structure (SMILES)**: C#Cc1cnc2c(NCCC)cc(COC)c(F)c2n1.c1cc[nH]c1.c1cc[nH]c1.c1cc[nH]c1.c1cc[nH]c1.c1cc[nH]c1
**HOMO level**: -8.156 eV
**Spin multiplicity**: 1
**Largest force on an atom**: 4.88 eV/A
**Frontier orbital gap**: 7.17 eV

=====

Which value of spin multiplicity does entry 1 give? 1

=====

Among the records above, which one has the highest largest force on an atom? C35H41FN8O

=====

Look up the frontier orbital gap of the first one. 2.18 eV

=====

The highest largest force on an atom belongs to which entry? C35H41FN8O